No. 1
{"formula": "C5H11N3", "method": "ωB97M-V with the def2-TZVPD basis set", "symbols": ["C", "C", "N", "C", "C", "N", "C", "N", "H", "H", "H", "H", "H", "H", "H", "H", "H", "H", "H"], "coordinates": [[1.45, -0.26, 0.78], [-0.83, 0.59, 1.56], [-0.79, -0.03, -1.55], [-0.59, -0.88, -0.56], [0.02, 0.12, 0.40], [-0.50, -2.21, -0.66], [-0.15, 1.11, -0.90], [-0.55, 2.30, -1.02], [-0.99, -0.15, -2.53], [-0.17, -2.72, 0.15], [-0.37, -2.63, -1.57], [-0.08, 2.93, -0.38], [1.23, 0.69, -1.95], [1.94, 0.59, 1.25], [1.44, -1.09, 1.50], [-0.93, -0.20, 2.31], [2.01, -0.54, -0.11], [-0.34, 1.45, 2.05], [-1.81, 0.92, 1.22]], "e_above_lowest_kcal_mol": 106.1}


No. 2
{"formula": "C30H34IN8Ti", "method": "ωB97M-V with the def2-TZVPD basis set", "symbols": ["Ti", "C", "N", "C", "C", "C", "C", "C", "N", "C", "C", "C", "C", "C", "C", "H", "H", "H", "H", "H", "H", "H", "H", "H", "H", "H", "N", "C", "C", "C", "C", "C", "C", "C", "C", "N", "C", "H", "H", "H", "H", "H", "H", "H", "H", "C", "C", "N", "C", "C", "N", "C", "C", "H", "H", "H", "H", "H", "H", "H", "H", "H", "H", "H", "H", "I", "C", "C", "N", "N", "C", "H", "H", "H"], "coordinates": [[-0.42, 0.59, 0.18], [2.58, -0.08, 1.86], [1.34, 0.68, 1.66], [1.16, 1.67, 2.50], [-0.03, 2.42, 2.51], [-0.48, 3.39, 3.41], [-1.78, 3.71, 3.02], [-2.06, 2.93, 1.90], [-1.01, 2.15, 1.57], [2.28, -1.38, 2.57], [1.89, -2.52, 1.87], [1.49, -3.66, 2.54], [1.48, -3.69, 3.93], [1.89, -2.57, 4.64], [2.29, -1.42, 3.97], [3.31, 0.50, 2.43], [3.04, -0.30, 0.89], [1.93, 1.91, 3.23], [0.07, 3.80, 4.24], [-2.45, 4.42, 3.49], [-2.99, 2.91, 1.34], [1.90, -2.51, 0.79], [1.19, -4.54, 1.99], [1.18, -4.58, 4.46], [1.91, -2.59, 5.73], [2.61, -0.55, 4.53], [-1.82, 1.83, -1.15], [-2.42, 1.06, -2.21], [-3.15, 1.60, -3.23], [-3.69, 0.77, -4.23], [-3.50, -0.59, -4.19], [-2.74, -1.17, -3.15], [-2.50, -2.56, -3.05], [-1.74, -3.04, -2.01], [-1.22, -2.13, -1.07], [-1.41, -0.82, -1.13], [-2.19, -0.33, -2.16], [-1.38, 2.67, -1.51], [-2.53, 2.16, -0.50], [-3.32, 2.67, -3.26], [-4.27, 1.21, -5.03], [-3.92, -1.23, -4.95], [-2.92, -3.23, -3.78], [-1.55, -4.09, -1.89], [-0.63, -2.50, -0.24], [2.18, 1.94, -1.15], [3.30, 2.08, -2.21], [3.18, 1.02, -3.20], [1.93, 1.22, -3.94], [0.74, 1.33, -2.95], [1.17, 0.94, -1.59], [1.81, -0.39, -1.73], [3.14, -0.27, -2.52], [1.66, 2.89, -0.99], [2.58, 1.63, -0.19], [4.29, 2.00, -1.74], [3.26, 3.04, -2.72], [1.80, 0.38, -4.62], [2.02, 2.12, -4.55], [-0.08, 0.69, -3.26], [0.37, 2.36, -2.91], [1.11, -1.04, -2.25], [1.97, -0.82, -0.73], [3.22, -1.07, -3.25], [4.00, -0.33, -1.86], [-4.71, -2.61, 3.61], [-2.93, -1.76, 3.03], [-1.82, -1.53, 3.80], [-0.90, -0.97, 3.00], [-1.35, -0.82, 1.74], [-2.59, -1.29, 1.75], [-1.61, -1.74, 4.84], [0.04, -0.71, 3.22], [-3.20, -1.28, 0.86]], "total_charge": 1, "energy_ev": -74794.3691}


No. 3
{"formula": "C3H3NO2", "method": "ωB97M-V with the def2-TZVPD basis set", "symbols": ["H", "N", "C", "O", "C", "C", "O", "H", "H"], "coordinates": [[1.73, 1.25, 0.07], [1.85, 0.49, -0.58], [1.13, -0.59, -0.50], [0.08, -0.95, 0.23], [-0.80, -0.07, 0.83], [-1.90, 0.19, 0.07], [-2.92, 0.29, -0.43], [1.37, -1.36, -1.21], [-0.52, 0.74, 1.52]], "e_above_lowest_kcal_mol": 73.7, "smiles": "[H]/N=C\\OC=C=O"}


No. 4
{"formula": "C7H12N8", "method": "ωB97M-V with the def2-TZVPD basis set", "symbols": ["H", "N", "N", "C", "N", "C", "C", "C", "N", "N", "H", "H", "H", "H", "H", "H", "C", "C", "N", "C", "N", "N", "H", "H", "H", "H", "H"], "coordinates": [[-3.00, 3.74, -0.44], [-2.38, 3.09, 0.03], [-1.21, 3.27, -0.34], [-0.23, 2.31, -0.13], [1.02, 2.49, -0.76], [1.53, 1.29, -0.59], [2.96, 1.09, -0.95], [3.35, -0.28, -1.49], [0.80, 0.45, 0.23], [-0.42, 1.06, 0.40], [3.24, 1.90, -1.62], [3.57, 1.35, 0.05], [3.28, -1.13, -0.79], [4.42, -0.33, -1.56], [2.85, -0.57, -2.33], [-1.32, 0.70, 0.52], [-2.17, -2.33, 1.57], [-2.73, -1.49, 0.48], [-2.58, -0.17, 0.39], [-3.42, 0.13, -0.64], [-3.99, -1.00, -1.13], [-3.54, -2.04, -0.42], [-2.66, -2.14, 2.56], [-2.24, -3.38, 1.25], [-1.22, -1.91, 1.82], [-3.53, 1.10, -1.11], [-4.32, -1.26, -2.01]], "e_above_lowest_kcal_mol": 38.9, "smiles": "[H]/N=N/c1nc(CC)n[nH]1.Cc1nc[nH]n1"}


No. 5
{"formula": "C23H34ClN3O2", "method": "ωB97M-V with the def2-TZVPD basis set", "symbols": ["C", "C", "C", "C", "C", "C", "C", "N", "C", "O", "C", "C", "C", "C", "C", "C", "C", "C", "C", "Cl", "C", "C", "N", "O", "C", "C", "N", "C", "C", "H", "H", "H", "H", "H", "H", "H", "H", "H", "H", "H", "H", "H", "H", "H", "H", "H", "H", "H", "H", "H", "H", "H", "H", "H", "H", "H", "H", "H", "H", "H", "H", "H", "H"], "coordinates": [[3.60, -2.33, -1.88], [2.52, -2.39, -0.81], [1.12, -2.39, -1.41], [0.02, -2.09, -0.38], [-0.14, -3.17, 0.68], [-1.03, -2.73, 1.84], [-2.48, -2.42, 1.45], [-2.67, -1.08, 0.96], [-3.29, -0.80, -0.19], [-3.70, -1.67, -0.94], [-3.44, 0.70, -0.53], [-2.05, 1.20, -1.01], [-1.20, 2.00, -0.01], [0.21, 2.27, -0.56], [1.04, 1.48, 0.43], [2.47, 1.27, 0.33], [3.20, 1.74, -0.76], [4.55, 1.49, -0.87], [5.19, 0.77, 0.13], [6.88, 0.45, -0.01], [4.49, 0.30, 1.23], [3.14, 0.55, 1.33], [0.34, 0.97, 1.36], [-0.98, 1.27, 1.22], [-4.44, 0.83, -1.69], [-5.85, 0.43, -1.26], [-6.34, 1.15, -0.10], [-5.41, 1.02, 1.01], [-3.99, 1.50, 0.66], [3.51, -1.42, -2.47], [3.52, -3.18, -2.56], [4.59, -2.35, -1.43], [2.63, -1.53, -0.14], [2.67, -3.29, -0.21], [1.08, -1.63, -2.19], [0.92, -3.35, -1.88], [-0.92, -1.97, -0.91], [0.26, -1.15, 0.12], [-0.56, -4.07, 0.22], [0.84, -3.43, 1.09], [-0.60, -1.84, 2.31], [-1.04, -3.53, 2.59], [-3.12, -2.56, 2.34], [-2.83, -3.10, 0.67], [-2.24, -0.33, 1.49], [-2.19, 1.86, -1.87], [-1.47, 0.34, -1.34], [-1.71, 2.93, 0.27], [0.49, 3.32, -0.54], [0.33, 1.89, -1.57], [2.71, 2.29, -1.55], [5.11, 1.84, -1.72], [5.00, -0.25, 2.00], [2.57, 0.19, 2.17], [-4.12, 0.20, -2.51], [-4.45, 1.87, -2.03], [-6.55, 0.60, -2.09], [-5.86, -0.64, -1.02], [-6.44, 2.14, -0.34], [-5.80, 1.59, 1.85], [-5.38, -0.04, 1.29], [-3.35, 1.43, 1.54], [-4.05, 2.56, 0.37]], "e_above_lowest_kcal_mol": 3.8, "smiles": "CCCCCCCNC(=O)C1(C[C@@H]2CC(c3ccc(Cl)cc3)=NO2)CCNCC1"}


No. 6
{"formula": "C19H2F15GeI2OReSSbSe4", "method": "ωB97M-V with the def2-TZVPD basis set", "symbols": ["Re", "I", "C", "I", "H", "H", "O", "F", "C", "C", "C", "F", "C", "F", "C", "F", "C", "F", "Ge", "S", "C", "C", "F", "C", "F", "C", "F", "C", "F", "C", "F", "C", "C", "F", "C", "F", "C", "F", "C", "F", "C", "F", "Se", "Sb", "Se", "Se", "Se"], "coordinates": [[-4.21, -4.86, -1.26], [-2.67, -5.69, 0.70], [-1.55, -3.95, 1.31], [-1.38, -2.42, -0.16], [-0.56, -4.33, 1.57], [-2.05, -3.56, 2.18], [-3.63, -5.17, -2.81], [3.51, 1.65, -0.72], [3.03, 2.27, -1.81], [1.67, 2.29, -2.09], [1.30, 3.00, -3.22], [0.00, 3.13, -3.53], [2.20, 3.65, -4.04], [1.80, 4.33, -5.12], [3.55, 3.59, -3.74], [4.44, 4.21, -4.52], [3.97, 2.90, -2.61], [5.27, 2.86, -2.30], [0.23, 1.31, -1.10], [-0.93, 0.05, -2.31], [1.16, 0.32, 0.36], [1.98, -0.73, -0.02], [2.28, -0.91, -1.31], [2.53, -1.62, 0.88], [3.33, -2.62, 0.47], [2.27, -1.47, 2.23], [2.79, -2.32, 3.12], [1.46, -0.43, 2.65], [1.22, -0.27, 3.96], [0.93, 0.44, 1.72], [0.18, 1.44, 2.21], [-0.82, 2.76, -0.20], [-1.96, 2.38, 0.50], [-2.25, 1.09, 0.66], [-2.83, 3.29, 1.07], [-3.91, 2.89, 1.74], [-2.56, 4.65, 0.96], [-3.38, 5.54, 1.51], [-1.42, 5.06, 0.29], [-1.15, 6.37, 0.20], [-0.58, 4.12, -0.27], [0.51, 4.61, -0.88], [-3.17, -9.31, 1.72], [-1.85, -8.83, 3.63], [-6.38, -4.53, -0.77], [-1.82, -10.35, 5.45], [-0.55, -6.84, 3.68]], "e_above_lowest_kcal_mol": 0.0, "total_charge": -2, "spin_multiplicity": 2}